Entry 1:
{"formula": "C34H41Cl3NOP3Pb", "method": "ωB97M-V/def2-TZVPD", "e_lumo_ev": [-6.6, -6.5], "energy_ha": -4047.03316, "molar_mass_g_mol": 886.2, "homo_lumo_gap_ev": [5.4799, 6.1466], "charge": 2, "homo_energy_ev": [-12.1, -12.6], "species": ["P", "C", "C", "H", "C", "H", "C", "H", "C", "H", "C", "H", "C", "C", "H", "C", "H", "C", "H", "C", "H", "C", "H", "C", "C", "H", "C", "H", "C", "H", "C", "H", "C", "H", "Pb", "C", "C", "H", "C", "O", "H", "C", "H", "C", "Cl", "Cl", "P", "C", "H", "H", "H", "C", "H", "H", "H", "C", "H", "H", "H", "P", "C", "C", "H", "H", "H", "H", "H", "H", "C", "H", "H", "H", "H", "Cl", "C", "C", "C", "C", "N", "C", "H", "H", "H", "H"], "coordinates": [[-0.306, 2.173, -1.791], [-1.617, 3.075, -2.722], [-1.956, 4.428, -2.484], [-1.515, 4.977, -1.657], [-2.875, 5.114, -3.297], [-3.141, 6.158, -3.080], [-3.469, 4.473, -4.392], [-4.203, 5.000, -5.021], [-3.119, 3.141, -4.666], [-3.579, 2.632, -5.521], [-2.199, 2.463, -3.856], [-1.923, 1.440, -4.103], [0.018, 3.298, -0.413], [-0.864, 3.191, 0.670], [-1.630, 2.414, 0.671], [-0.750, 4.075, 1.739], [-1.433, 3.968, 2.580], [0.232, 5.071, 1.721], [0.319, 5.758, 2.567], [1.100, 5.181, 0.629], [1.864, 5.959, 0.616], [0.997, 4.302, -0.450], [1.674, 4.402, -1.297], [1.122, 2.476, -2.901], [1.179, 3.485, -3.900], [0.305, 4.073, -4.166], [2.369, 3.769, -4.592], [2.399, 4.550, -5.366], [3.542, 3.057, -4.304], [4.479, 3.271, -4.841], [3.499, 2.051, -3.324], [4.407, 1.485, -3.092], [2.309, 1.760, -2.647], [2.292, 0.963, -1.906], [-1.126, -3.763, 0.620], [0.324, -2.790, 2.205], [0.859, -1.583, 2.269], [0.541, -3.565, 2.954], [0.681, -0.347, 1.338], [1.994, -0.157, 0.802], [2.011, 0.677, 0.301], [-0.151, -0.083, 0.156], [0.361, 0.468, 2.020], [-0.604, 0.548, -0.892], [-1.388, -5.879, 1.963], [-3.455, -3.656, -0.655], [-3.329, -2.616, 2.257], [-4.688, -3.825, 2.543], [-4.239, -4.722, 2.995], [-5.102, -4.103, 1.565], [-5.458, -3.392, 3.200], [-2.977, -2.043, 3.950], [-2.206, -1.258, 3.912], [-2.561, -2.880, 4.532], [-3.883, -1.660, 4.434], [-4.171, -1.161, 1.540], [-4.584, -1.451, 0.567], [-3.418, -0.376, 1.368], [-4.953, -0.793, 2.212], [2.190, -1.443, 3.586], [2.072, -2.737, 4.832], [1.969, 0.147, 4.400], [2.173, -3.737, 4.379], [1.114, -2.679, 5.368], [2.876, -2.632, 5.582], [1.994, 0.937, 3.651], [2.782, 0.302, 5.121], [1.012, 0.143, 4.923], [3.851, -1.511, 2.887], [4.083, -2.526, 2.560], [4.593, -1.200, 3.641], [3.892, -0.831, 2.036], [-1.438, 0.016, -1.360], [3.806, -3.133, -3.007], [2.555, -4.179, -2.530], [2.423, -5.440, -3.131], [1.393, -6.273, -2.704], [0.521, -5.812, -1.701], [0.639, -4.594, -1.167], [1.658, -3.780, -1.535], [3.128, -5.738, -3.908], [1.234, -7.268, -3.118], [-0.288, -6.450, -1.323], [1.762, -2.807, -1.045]], "lowdin_charge": [1.156, -0.304, -0.065, 0.107, -0.049, 0.123, -0.042, 0.126, -0.052, 0.121, -0.083, 0.111, -0.346, -0.100, 0.109, -0.058, 0.116, -0.047, 0.121, -0.049, 0.120, -0.058, 0.112, -0.304, -0.055, 0.109, -0.044, 0.126, -0.042, 0.126, -0.056, 0.117, -0.089, 0.089, 0.704, -0.231, -0.340, 0.020, -0.358, -0.048, 0.094, 0.058, 0.143, -0.162, -0.128, -0.139, 0.638, -0.273, 0.036, 0.018, 0.057, -0.293, 0.023, 0.047, 0.051, -0.293, 0.009, 0.024, 0.053, 0.913, -0.173, -0.166, 0.074, 0.079, 0.086, 0.059, 0.077, 0.072, -0.160, 0.074, 0.080, 0.049, 0.091, 0.722, -0.675, -0.057, -0.017, -0.119, -0.075, -0.154, 0.122, 0.124, 0.122, 0.100]}


Entry 2:
{"formula": "C3H6O3Sr", "method": "ωB97M-V/def2-TZVPD", "e_lumo_ev": -0.5, "energy_ha": -374.29605, "molar_mass_g_mol": 177.7, "homo_lumo_gap_ev": 7.0281, "homo_energy_ev": -7.5, "species": ["O", "C", "H", "H", "O", "C", "C", "O", "Sr", "H", "H", "H", "H"], "coordinates": [[-1.069, -2.150, 0.972], [-1.380, -1.210, 1.748], [-1.522, -1.402, 2.826], [-1.978, -0.361, 1.369], [0.757, -0.449, -2.017], [0.374, 0.802, -1.523], [0.922, 1.046, -0.103], [0.727, -0.071, 0.735], [0.720, -1.918, -0.493], [-0.735, 0.892, -1.483], [0.731, 1.626, -2.175], [0.443, 1.949, 0.323], [2.011, 1.247, -0.180]], "lowdin_charge": [-0.282, -0.046, 0.100, 0.102, -0.590, -0.412, -0.384, -0.544, 1.662, 0.095, 0.100, 0.100, 0.098]}


Entry 3:
{"formula": "C23H44GeN7O5PtSe", "method": "ωB97M-V/def2-TZVPD", "e_lumo_ev": [-11.7, -14.0], "energy_ha": -6258.46098, "molar_mass_g_mol": 845.3, "s_squared": 8.7733, "homo_lumo_gap_ev": [7.3581, 5.7544], "charge": 4, "spin_multiplicity": 6, "homo_energy_ev": [-19.0, -19.7], "species": ["Pt", "C", "C", "C", "C", "O", "Ge", "O", "C", "C", "C", "C", "O", "C", "C", "C", "C", "H", "H", "H", "H", "H", "H", "H", "H", "H", "H", "H", "H", "H", "H", "H", "H", "H", "H", "H", "H", "H", "H", "H", "H", "H", "H", "H", "N", "C", "C", "C", "C", "N", "C", "N", "N", "C", "O", "O", "H", "H", "H", "H", "H", "H", "H", "H", "H", "H", "H", "H", "H", "H", "Se", "N", "C", "C", "C", "C", "N", "C", "N", "H", "H", "H"], "coordinates": [[-1.236, -1.942, 0.058], [-0.196, 3.260, -2.819], [-1.579, 2.632, -2.915], [-1.975, 2.360, -4.352], [-2.624, 3.449, -2.185], [-1.408, 1.328, -2.216], [-2.676, 0.270, -1.675], [-1.753, -1.451, -1.834], [-1.346, -2.136, -3.121], [0.160, -2.002, -3.204], [-2.066, -1.399, -4.233], [-1.820, -3.572, -3.014], [-2.472, -0.095, 0.116], [-3.392, 0.386, 1.202], [-2.493, 1.005, 2.254], [-4.151, -0.814, 1.728], [-4.327, 1.408, 0.582], [-0.212, 4.225, -3.326], [0.548, 2.630, -3.305], [0.082, 3.418, -1.777], [-2.099, 3.309, -4.874], [-2.929, 1.827, -4.407], [-1.209, 1.791, -4.878], [-2.686, 4.449, -2.614], [-2.375, 3.553, -1.127], [-3.618, 2.998, -2.298], [0.458, -0.953, -3.209], [0.514, -2.462, -4.127], [0.647, -2.516, -2.372], [-1.724, -0.370, -4.330], [-3.150, -1.435, -4.099], [-1.851, -1.906, -5.174], [-1.303, -4.104, -2.215], [-1.599, -4.088, -3.948], [-2.898, -3.619, -2.855], [-1.813, 0.258, 2.672], [-3.105, 1.385, 3.072], [-1.917, 1.831, 1.838], [-3.469, -1.527, 2.199], [-4.724, -1.292, 0.929], [-4.857, -0.495, 2.494], [-3.770, 2.251, 0.168], [-4.989, 1.811, 1.349], [-4.969, 0.957, -0.180], [2.485, -1.040, 3.020], [2.329, 0.151, 2.426], [3.471, 0.686, 1.565], [3.769, 2.176, 1.804], [4.600, 2.405, 3.073], [4.902, 3.812, 3.328], [6.105, 4.398, 3.226], [7.083, 3.835, 2.522], [6.317, 5.560, 3.829], [0.834, -0.020, 1.160], [0.539, 1.028, 0.709], [0.486, -1.231, 1.074], [1.896, -1.330, 3.788], [3.140, -1.723, 2.666], [1.798, 0.876, 3.042], [3.272, 0.522, 0.506], [4.360, 0.092, 1.797], [2.834, 2.740, 1.864], [4.305, 2.571, 0.939], [5.538, 1.851, 3.024], [4.072, 2.026, 3.951], [4.186, 4.358, 3.782], [6.908, 3.092, 1.870], [8.021, 4.202, 2.557], [5.696, 5.910, 4.541], [7.144, 6.105, 3.639], [-3.874, -4.378, 1.383], [-3.142, -5.959, 1.337], [-1.896, -5.885, 0.888], [-0.956, -6.942, 0.689], [0.269, -6.589, 0.209], [0.588, -5.226, -0.079], [-0.256, -4.230, 0.096], [-1.469, -4.573, 0.569], [-2.356, -3.598, 0.753], [-1.226, -7.967, 0.913], [1.031, -7.335, 0.031], [1.569, -4.980, -0.465]], "lowdin_spin": [1.934, 0.015, 0.011, 0.004, 0.009, 0.247, 0.419, 0.421, 0.020, 0.006, 0.028, 0.004, 0.255, 0.013, 0.004, 0.000, 0.035, 0.002, 0.000, 0.000, 0.000, 0.003, 0.000, 0.000, 0.000, 0.006, 0.000, 0.001, 0.000, 0.001, 0.007, 0.005, 0.000, 0.000, 0.000, 0.000, 0.001, 0.000, 0.000, 0.000, 0.000, 0.002, 0.004, 0.014, 0.306, 0.148, 0.021, 0.009, 0.001, 0.001, 0.000, 0.000, 0.000, 0.215, 0.224, 0.204, 0.006, 0.008, 0.015, 0.003, 0.002, 0.001, 0.001, 0.000, 0.000, 0.000, 0.000, 0.000, 0.000, 0.000, 0.007, 0.058, 0.003, 0.001, 0.002, 0.010, 0.093, 0.032, 0.162, 0.000, 0.001, 0.001]}


Entry 4:
{"formula": "C3H7NO", "method": "ωB97M-V/def2-TZVPD", "e_lumo_ev": 0.9, "energy_ha": -248.33171, "molar_mass_g_mol": 73.1, "homo_lumo_gap_ev": 9.6712, "smiles": "OC1CNC1", "homo_energy_ev": -8.7, "species": ["O", "C", "C", "N", "C", "H", "H", "H", "H", "H", "H", "H"], "coordinates": [[-0.992, -0.990, 1.220], [0.247, -0.593, 0.630], [0.333, 0.900, 0.477], [-0.059, 0.742, -0.920], [0.139, -0.660, -0.856], [-1.556, 0.028, 1.099], [0.882, -1.575, 0.765], [-0.664, 1.592, 0.889], [1.349, 1.340, 0.705], [0.341, 1.487, -1.589], [-0.922, -1.249, -1.071], [0.902, -1.020, -1.350]], "nbo_charge": [-0.700, 0.020, -0.228, -0.659, -0.203, 0.454, 0.216, 0.175, 0.204, 0.375, 0.173, 0.172]}